Density functional theory data (ωB97M-V/def2-TZVPD) for a molecular structure, C15H12O21V4 in a non-equilibrium geometry.

spin multiplicity	2
E_tot	-5934.965651	a.u.
F_max	11.1	eV/A
net charge	-3
⟨S²⟩	0.76
Kohn-Sham gap (alpha / beta)	2.9 / 3.6	eV
E_LUMO (alpha / beta)	4.928 / 4.928	eV

```
52
C15H12O21V4 | the OMol25 dataset | ωB97M-V/def2-TZVPD
O -4.22 -0.79 1.19
V -3.04 -0.26 2.08
O -2.65 -1.49 3.01
O 3.37 0.90 3.59
V 1.93 1.74 3.56
O 2.27 3.10 4.37
O -0.50 4.67 2.28
V -1.39 3.45 1.71
O -1.34 3.51 0.15
O 2.09 -2.37 3.01
V 0.60 -2.04 2.75
O 0.25 -2.49 1.24
C -0.30 -0.05 5.19
O 0.33 0.96 4.91
O -1.24 0.18 5.95
O -0.03 -1.14 4.68
C -3.23 2.14 3.28
O -3.28 1.08 3.84
O -2.49 3.02 3.66
O -3.35 2.10 2.08
C 0.15 0.86 1.70
O 0.36 2.03 2.11
O -0.97 0.53 1.34
O 1.03 0.05 1.95
C -3.00 -1.71 -3.80
C -3.30 -0.94 -2.71
C -2.38 -0.80 -1.72
C -1.15 -1.49 -1.73
C -0.82 -2.25 -2.87
C -1.75 -2.31 -3.91
O -1.41 -2.99 -5.03
O -2.61 0.16 -0.78
H -3.72 -1.89 -4.58
H -4.24 -0.41 -2.73
H -0.45 -1.27 -0.95
H 0.16 -2.71 -2.92
H -2.15 -3.05 -5.64
H -1.94 0.39 -0.14
C 2.20 -0.07 -1.34
C 2.07 -0.18 -2.69
C 3.12 0.15 -3.49
C 4.44 0.32 -3.02
C 4.53 0.39 -1.62
C 3.45 0.18 -0.77
O 3.52 0.19 0.59
O 2.96 0.27 -4.81
H 1.38 -0.30 -0.68
H 1.08 -0.35 -3.09
H 5.22 0.49 -3.75
H 5.44 0.63 -1.10
H 2.65 0.12 0.97
H 2.35 -0.27 -5.32
```

Results of the natural (NBO) charge analysis, in e, for atoms 1 through 8: O -0.539; V 1.504; O -0.506; O -0.871; V 1.316; O -0.767; O -0.483; V 1.529